[1]
{"formula": "C10H15NO3S", "method": "the ωB97M-V functional and the def2-TZVPD basis", "symbols": ["C", "C", "C", "C", "C", "C", "C", "C", "C", "C", "N", "O", "O", "O", "S", "H", "H", "H", "H", "H", "H", "H", "H", "H", "H", "H", "H", "H", "H", "H"], "coordinates": [[1.71690, 1.86545, -0.13282], [2.27534, 0.68420, -0.05567], [2.10243, 0.09342, 2.54981], [0.33511, 2.07265, 0.31175], [-2.09173, 1.18942, -0.52072], [-1.18386, -1.07524, -2.42332], [-0.57319, 1.16511, -0.61358], [-2.10009, -0.33707, -0.52813], [-0.58320, -0.31770, -0.37723], [-0.19424, -2.33817, 1.00655], [-0.06932, -0.88317, 0.80494], [2.47144, -1.87142, 0.82199], [-2.41640, -1.16392, -1.64180], [-0.19503, -1.08409, -1.50423], [1.66420, -0.52573, 1.09933], [2.08587, 2.71965, -0.65378], [3.22229, 0.24573, -0.36157], [2.21016, -0.71331, 3.28058], [1.77844, 1.17942, 2.83445], [0.24812, 1.91418, 1.40635], [-0.09445, 3.09127, -0.01064], [-2.50375, 1.69833, 0.33395], [-2.47657, 1.63349, -1.42511], [-0.98336, -1.87325, -3.04337], [-1.16182, -0.04200, -2.94389], [-0.25451, 1.42792, -1.68088], [-2.61787, -0.90643, 0.29889], [-0.44132, -2.38706, 2.09087], [-1.04799, -2.63036, 0.34954], [0.87840, -2.83131, 0.72773]], "forces_ev_per_a": [[-0.20, 0.46, -0.68], [0.25, -1.03, 0.54], [-0.86, 1.20, 0.20], [-2.76, 0.92, -0.77], [-0.26, 0.57, -1.19], [-1.31, 3.42, 0.85], [1.75, 1.76, 0.26], [-1.80, -2.36, 2.44], [-0.02, -1.88, -1.30], [0.59, -0.34, -0.31], [2.33, 0.92, 0.30], [-2.52, 4.18, 0.58], [1.17, 1.02, -1.17], [2.27, -0.47, 0.61], [2.93, -3.25, 0.39], [1.01, 0.11, -0.47], [-0.03, 0.62, -0.26], [-0.07, 0.52, -0.02], [0.62, -2.40, -0.63], [-0.53, 0.05, -0.71], [1.13, -1.05, 1.11], [-0.26, -0.14, 0.43], [-0.63, 0.18, -0.19], [-0.40, -1.71, -1.65], [-0.39, -1.53, 0.12], [-0.25, -0.63, 1.42], [0.38, 1.27, -0.46], [0.16, -0.83, -0.80], [0.76, -0.35, 0.71], [-3.03, 0.75, 0.65]], "molar_mass_g_mol": 229.3, "homo_energy_ha": -0.295, "de_lowest_ev": 6.912, "orbital_gap_ev": 8.656, "largest_force_ha_per_bohr": 0.096, "smiles": "C=[S@]1(=O)C=CC[C@@H]2C[C@H]3OCO[C@@]23N1C"}

=====

[2]
{"formula": "C10H15NO4", "method": "the ωB97M-V functional and the def2-TZVPD basis", "symbols": ["C", "C", "C", "C", "C", "C", "C", "C", "C", "C", "N", "O", "O", "O", "O", "H", "H", "H", "H", "H", "H", "H", "H", "H", "H", "H", "H", "H", "H", "H"], "coordinates": [[1.57522, 1.06464, 0.12003], [0.41030, 1.54711, -0.14065], [1.83845, -0.37785, 0.54243], [-1.28809, -0.36704, 0.80144], [-0.38546, -0.97428, -0.14861], [2.87796, 1.81967, -0.06259], [-0.64239, 2.48338, -0.35939], [1.17690, -2.58249, 0.87245], [-3.51568, 0.42535, 0.98527], [-0.15194, -1.67495, -2.34013], [0.85603, -1.24695, 0.36238], [2.89304, -0.70018, 1.08851], [-1.19620, -0.32746, 2.00393], [-2.38637, 0.24443, 0.14399], [-1.00075, -1.53286, -1.20582], [2.58169, 2.85665, 0.17787], [3.31482, 1.92511, -1.08997], [3.59351, 1.30931, 0.68292], [-1.61525, 1.94498, -0.40374], [-0.63684, 3.19781, -1.26721], [-0.74580, 3.01956, 0.50947], [1.55179, -3.28341, 0.17987], [1.88812, -2.38977, 1.58733], [0.25980, -2.94437, 1.33843], [-4.20916, -0.37530, 0.91048], [-4.00690, 1.42404, 0.69986], [-3.25482, 0.57375, 1.97622], [0.14825, -0.74576, -2.77683], [-0.70699, -2.17609, -3.10604], [0.77673, -2.13705, -2.08186]], "forces_ev_per_a": [[1.57, -0.48, -1.22], [-0.68, -2.30, -0.46], [1.69, 1.74, 0.70], [-1.75, 0.98, -0.29], [-1.22, 2.47, 1.11], [0.48, 0.66, 1.12], [-1.14, 0.11, -2.74], [-2.76, 0.30, -0.03], [-0.79, 2.66, -1.72], [-0.11, 0.13, -0.17], [-0.21, -2.67, -1.26], [-0.69, 0.62, -0.66], [0.42, -0.22, 0.08], [0.57, -1.34, 0.63], [1.26, -0.02, -0.30], [0.86, -0.22, 0.36], [-0.55, -0.84, 0.76], [-0.74, 1.35, -1.28], [0.55, 0.15, -0.33], [0.52, -1.20, 1.29], [-0.14, 1.86, 2.10], [0.35, -0.60, -1.18], [1.61, -0.09, 1.80], [0.11, -0.30, -0.02], [-0.59, -0.75, -0.31], [0.51, -1.56, 0.00], [0.78, -0.03, 1.97], [-0.13, 1.16, 0.05], [-0.20, -0.70, -0.15], [0.43, -0.88, 0.14]], "molar_mass_g_mol": 213.2, "homo_energy_ha": [-0.283, -0.292], "de_lowest_ev": 5.706, "orbital_gap_ev": [7.317, 8.115], "largest_force_ha_per_bohr": 0.063}

=====

[3]
{"formula": "C10H16", "method": "the ωB97M-V functional and the def2-TZVPD basis", "symbols": ["C", "C", "C", "H", "H", "H", "H", "H", "H", "H", "H", "C", "C", "C", "C", "C", "C", "C", "H", "H", "H", "H", "H", "H", "H", "H"], "coordinates": [[-1.59825, 1.71235, -0.31734], [-0.21143, 2.23622, -0.97528], [-2.73359, 1.87987, -1.40835], [-1.56114, 0.59590, -0.06293], [-1.93688, 2.22279, 0.53663], [-0.05290, 1.81507, -1.99103], [-2.86088, 2.85948, -1.83111], [-2.55721, 1.21590, -2.32853], [0.37928, 2.12613, -0.03987], [-0.42385, 3.17567, -1.42421], [-3.67315, 1.59733, -0.89803], [1.51577, -2.18773, 2.72731], [1.54587, -0.25532, 1.04114], [1.10291, -1.56646, 1.41179], [1.61533, 0.02208, -0.32200], [0.43642, -2.41197, 0.52620], [0.98274, -0.91865, -1.15722], [0.22207, -2.01919, -0.78701], [1.97152, 0.38880, 1.78094], [2.15873, 0.98083, -0.79495], [1.81185, -3.23589, 2.75984], [0.73575, -2.13048, 3.60022], [-0.08148, -3.35842, 0.76962], [1.12331, -0.57823, -2.22457], [-0.55529, -2.51127, -1.46580], [2.64447, -1.65483, 2.87454]], "forces_ev_per_a": [[0.17, -1.53, -4.22], [-2.93, -1.12, 1.39], [0.28, -1.95, 0.19], [0.32, 1.54, -0.32], [0.15, 0.95, 1.25], [0.75, -1.42, 1.32], [0.16, 0.81, 0.19], [-0.25, 0.59, 1.49], [0.97, 0.50, -1.73], [-0.02, 2.02, 1.02], [0.07, 0.00, -0.66], [2.19, 1.73, 1.55], [0.08, 0.01, 0.34], [-0.45, -2.48, 0.16], [0.18, -0.16, -1.38], [-0.83, 0.26, 0.47], [1.62, 3.51, -2.79], [-1.22, -0.56, -0.99], [0.29, 0.26, 0.43], [-1.19, -2.42, 1.19], [-0.33, -0.20, -0.75], [1.59, 0.65, -1.15], [0.70, 0.34, 0.70], [-0.58, -0.83, 0.68], [1.37, 0.62, 0.89], [-3.11, -1.11, 0.73]], "charge": -1, "molar_mass_g_mol": 136.2, "homo_energy_ha": [0.030, -0.136], "de_lowest_ev": 2.761, "orbital_gap_ev": [3.051, 7.410], "multiplicity": 2, "largest_force_ha_per_bohr": 0.093}

=====

[4]
{"formula": "C10H16", "method": "the ωB97M-V functional and the def2-TZVPD basis", "symbols": ["C", "C", "C", "C", "C", "C", "C", "H", "H", "H", "H", "H", "H", "H", "H", "C", "C", "C", "H", "H", "H", "H", "H", "H", "H", "H"], "coordinates": [[0.30024, -0.79698, -2.73937], [-0.65974, -1.04351, -1.60259], [-0.17648, -1.62302, -0.37421], [-1.96677, -0.62136, -1.68070], [-1.15568, -1.99473, 0.58406], [-2.87008, -0.75766, -0.60386], [-2.44676, -1.54175, 0.51954], [-0.14815, -1.02368, -3.69911], [1.26791, -1.28407, -2.57649], [0.89020, -1.76565, -0.27121], [-2.27788, -0.05314, -2.55224], [-0.82033, -2.55091, 1.45452], [-3.87053, -0.35179, -0.64236], [-3.20383, -1.86361, 1.23859], [0.61109, 0.26923, -2.75049], [0.89570, 1.51795, 1.36795], [1.64558, 0.84258, 2.51314], [1.82121, 2.24689, 0.38517], [0.35323, 0.74911, 0.81581], [0.13794, 2.22827, 1.71670], [2.60537, 0.46666, 2.16378], [1.04460, 0.03406, 2.92481], [1.33449, 3.11956, -0.05058], [2.68364, 2.69216, 0.89786], [1.81303, 1.51499, 3.35911], [2.19200, 1.59038, -0.39783]], "forces_ev_per_a": [[0.43, 1.01, 0.69], [0.00, -0.10, 0.27], [-0.32, 0.32, -0.94], [0.34, 0.23, -0.05], [0.42, 0.29, 0.70], [0.03, -0.11, 0.57], [-0.42, -0.25, -0.64], [0.17, -0.18, -0.26], [-0.32, -0.51, -0.25], [0.04, -0.37, 0.23], [-0.07, -0.13, -0.24], [-0.13, -0.16, 0.09], [-0.09, -0.02, -0.11], [0.30, 0.11, 0.11], [-0.33, -0.12, -0.14], [-0.01, 0.12, -0.44], [-0.45, 0.28, 0.23], [0.17, 0.55, 0.54], [-0.09, -0.03, -0.04], [0.11, -0.17, 0.25], [0.03, -0.19, 0.08], [0.09, -0.28, -0.11], [-0.23, -0.20, -0.36], [0.07, -0.25, 0.08], [0.25, 0.19, -0.14], [0.00, -0.05, -0.10]], "charge": -1, "molar_mass_g_mol": 136.2, "homo_energy_ha": [0.033, -0.126], "de_lowest_ev": 0.260, "orbital_gap_ev": [2.898, 7.092], "multiplicity": 2, "largest_force_ha_per_bohr": 0.025}